[1]
Density functional theory data (ωB97M-V with the def2-TZVPD basis set) for a molecular structure, C39H19BrF15GeN5O4STi.

Properties
- HOMO (eV) = -8.50
- energy relative to the best compared isomer or geometry (same formula, charge and spin) (kJ/mol) = 115.6
- net charge = 0
- E_tot (eV) = -257664.8016

XYZ file:
```
86
Properties=species:S:1:pos:R:3:forces:R:3
Ti -0.417995 1.592187 2.019384 1.1 -1.4 -0.1
O -0.136969 2.446781 3.559446 0.3 0.8 1.3
C 0.059983 3.757185 3.627164 0.0 0.9 0.1
C 1.007742 4.266401 4.521009 0.0 -0.2 0.0
C 1.236582 5.621370 4.610033 -0.1 0.0 0.0
C 0.510266 6.516347 3.822341 0.1 0.1 -0.1
C -0.444219 6.037689 2.956904 -0.1 0.0 0.0
C -0.697220 4.663522 2.839599 0.3 -0.2 0.1
C -1.782550 4.183380 2.021859 -0.2 -0.2 0.0
N -1.901287 2.928012 1.778615 -0.3 0.5 0.1
N -3.006454 2.383373 1.183409 -0.5 -0.1 -0.4
C -2.923848 1.082067 1.303645 -0.3 0.8 0.0
O -1.923669 0.569116 1.978541 -1.8 -1.0 -0.2
C -3.914187 0.174091 0.718377 0.0 -0.3 0.0
C -3.709485 -1.199973 0.852030 0.0 0.1 0.0
C -4.590460 -2.092430 0.267882 -0.1 0.0 0.0
C -5.680924 -1.614322 -0.445861 0.0 -0.1 0.0
C -5.884185 -0.247461 -0.583675 -0.1 0.0 0.0
C -5.004355 0.650185 -0.005654 0.1 0.1 0.0
H 1.552041 3.559955 5.134138 0.0 0.0 0.0
H 1.979616 5.993209 5.303118 0.0 0.0 0.0
H 0.698931 7.578828 3.890463 0.0 0.0 0.0
H -1.019469 6.724043 2.346721 0.0 0.0 0.0
H -2.538564 4.875406 1.657883 -0.1 0.0 0.0
H -2.842226 -1.549576 1.393506 0.0 0.0 0.0
H -4.424725 -3.156885 0.368285 0.0 0.0 0.0
H -6.374251 -2.311342 -0.899202 0.0 0.0 0.0
H -6.733222 0.110460 -1.151054 0.0 0.0 0.0
H -5.144449 1.717585 -0.111046 0.0 0.0 0.0
C 3.124108 -2.621223 2.115777 0.1 0.1 -0.1
C 1.909120 -2.007396 2.743567 0.0 -0.1 0.1
C 1.139044 -2.704187 3.670689 0.0 0.1 0.0
C 0.073907 -2.087744 4.302544 0.0 0.1 -0.1
C -0.219928 -0.782464 3.951813 0.2 0.2 0.0
Br -1.587395 0.136117 4.877922 0.0 -0.4 0.3
N 0.460415 -0.115974 3.017851 -0.2 -0.7 0.4
C 1.509295 -0.717999 2.435308 0.2 0.0 0.1
H 2.973194 -3.685511 1.937940 0.0 0.0 0.0
H 3.985166 -2.513808 2.779171 0.0 0.0 0.0
H 3.371620 -2.132179 1.175597 0.0 -0.2 0.2
H 1.385487 -3.731134 3.912525 0.0 0.0 0.0
H -0.526423 -2.589558 5.046022 0.0 0.0 0.0
H 2.046726 -0.129321 1.701961 -0.1 0.0 0.0
N -0.651662 3.087244 -0.830541 -0.2 0.0 -0.1
N 0.736627 3.155106 -0.907178 -0.1 0.0 0.4
C 1.521855 2.569055 0.063602 0.4 0.2 -1.2
O 2.675161 2.304472 -0.185429 0.2 -0.1 0.4
O 0.950220 2.382539 1.243096 1.4 1.1 -1.0
H -1.003045 2.287782 -1.350278 0.0 0.0 0.1
H -1.054052 3.940073 -1.196489 0.0 0.0 0.1
H 1.167602 3.182750 -1.817181 0.2 -0.2 0.0
F 0.699946 -3.122970 -4.075871 0.0 0.0 -0.1
C -0.350314 -2.299950 -4.211103 0.0 0.2 0.1
C -0.535462 -1.253807 -3.322289 0.1 0.0 0.3
C -1.611869 -0.418531 -3.570571 0.2 -0.1 0.0
F -1.815314 0.653164 -2.792357 -0.2 0.1 -0.1
C -2.486521 -0.623646 -4.621869 0.0 0.0 0.0
F -3.519106 0.195821 -4.822800 0.0 0.0 0.0
C -2.278213 -1.689668 -5.480142 0.1 0.0 0.1
F -3.103508 -1.896414 -6.499581 -0.1 0.0 -0.1
C -1.198368 -2.531199 -5.279870 0.0 0.0 0.0
F -0.981793 -3.547995 -6.113496 0.0 0.0 0.0
Ge 0.652272 -1.000329 -1.727668 0.4 -0.5 -0.6
S -0.379500 -0.090267 -0.111003 0.0 -0.1 -0.2
C 2.325458 -0.178889 -2.415926 -0.3 0.0 0.3
C 3.455021 -0.270859 -1.625231 -0.2 0.0 -0.4
F 3.352049 -0.904460 -0.445930 0.2 0.3 0.0
C 4.684597 0.199465 -2.032249 0.0 0.0 0.1
F 5.767912 0.057570 -1.271217 0.0 0.0 0.0
C 4.783834 0.816121 -3.268652 -0.1 0.0 -0.1
F 5.961542 1.257384 -3.697025 0.0 0.1 0.0
C 3.663667 0.966500 -4.069118 0.0 0.0 0.0
F 3.768088 1.570736 -5.254700 0.0 0.0 0.0
C 2.449347 0.469846 -3.629533 0.0 -0.1 0.3
F 1.371462 0.634841 -4.413380 0.1 0.1 -0.1
C 1.135201 -2.909160 -1.273490 -0.2 0.3 0.1
C 2.331675 -3.557484 -1.535148 -0.3 0.0 0.0
F 3.308050 -2.944397 -2.211236 0.1 -0.1 -0.1
C 2.566397 -4.866903 -1.150750 0.0 0.0 0.0
F 3.729480 -5.458668 -1.425668 0.0 0.0 0.0
C 1.585615 -5.566995 -0.470481 0.0 0.1 0.0
F 1.803857 -6.819756 -0.081939 0.0 -0.1 0.0
C 0.374220 -4.957407 -0.199387 0.0 0.0 0.0
F -0.575524 -5.624597 0.460577 0.0 0.0 0.0
C 0.167076 -3.654983 -0.618902 0.1 0.1 0.0
F -1.038729 -3.117988 -0.388173 0.0 -0.2 0.0
```
Positions in Å, forces in eV/Å.

Here are the Mulliken charges for atoms 1 to 8, given in e: atom 1 (Ti): -0.45, atom 2 (O): -0.36, atom 3 (C): 0.43, atom 4 (C): -0.57, atom 5 (C): -0.59, atom 6 (C): -0.69, atom 7 (C): -0.80, atom 8 (C): 0.98

***

[2]
Density functional theory data (ωB97M-V with the def2-TZVPD basis set) for a single C8H15N3O5 molecule.

Properties
- HOMO (eV) = -9.44
- energy relative to the best compared isomer or geometry (same formula, charge and spin) (kJ/mol) = 39.4
- net charge = 0
- E_tot (eV) = -23248.2547

XYZ file:
```
31
Properties=species:S:1:pos:R:3:forces:R:3
C 2.610970 -0.490209 -0.041034 -0.1 -1.6 1.0
C 1.422632 -0.887763 0.908886 -0.7 0.5 -0.3
C 3.263179 0.724214 0.508242 0.9 0.1 0.8
C -0.957447 -1.494965 0.791571 0.3 -1.1 -1.2
C -1.716097 -2.280254 -0.284710 -1.4 -0.1 0.5
C -1.737487 -0.197501 0.993204 1.0 0.7 -0.9
C -1.900491 0.636364 -0.284756 -0.3 0.8 0.2
C -2.439743 2.040112 0.131379 -0.7 -0.5 -0.3
H 2.924222 -0.695371 -2.103638 -1.2 0.3 1.4
H 2.136411 0.655505 -1.721934 -0.1 -0.5 0.6
H 3.342161 -1.347785 0.071952 -0.7 0.9 -0.4
H 2.610923 1.573775 0.475249 -0.9 0.5 0.4
H 3.641679 0.568616 1.544254 -0.5 0.0 -0.6
H 4.776961 1.797048 -0.005243 -0.3 -0.9 -0.6
H 0.470670 -1.231360 -0.808337 -0.2 0.0 -0.7
H -0.838514 -2.057145 1.741591 -0.3 0.3 -0.7
H -1.153094 0.424183 1.658854 0.0 0.0 0.4
H -2.704287 -0.339650 1.410850 -0.7 -0.4 0.6
H -0.956309 0.716878 -0.804054 0.5 0.4 0.0
H -2.537560 0.211119 -1.070799 -0.3 0.0 0.5
H -2.606005 2.718088 -1.833999 0.0 0.1 0.1
H -3.099811 3.816514 -0.554146 0.0 -0.2 -0.3
H -3.065782 -3.542649 -0.435009 -0.7 -0.5 -0.7
N 2.186588 -0.333586 -1.431325 1.3 -0.2 -1.7
N 0.354312 -1.334088 0.178272 0.7 0.7 2.1
N -2.671588 2.953571 -0.859044 0.3 -0.3 0.1
O 1.425401 -0.751457 2.134789 0.3 -0.3 -1.4
O 4.318109 1.006213 -0.373592 1.6 1.3 0.1
O -1.579569 -2.183041 -1.483219 0.3 -0.3 1.0
O -2.760865 2.310259 1.273269 0.5 -0.2 0.0
O -2.759579 -2.985631 0.272469 1.4 0.6 0.1
```
Positions in Å, forces in eV/Å.

Here are the natural (NBO) charges for atoms 1 to 8, given in e: atom 1 (C): -0.16, atom 2 (C): 0.68, atom 3 (C): -0.08, atom 4 (C): -0.15, atom 5 (C): 0.80, atom 6 (C): -0.40, atom 7 (C): -0.52, atom 8 (C): 0.68

***

[3]
Density functional theory data (ωB97M-V with the def2-TZVPD basis set) for 3 unconnected molecules or ions with the total composition C15H32ClFN4O5S.

Properties
- HOMO (eV) = -9.12
- net charge = 0
- E_tot (eV) = -58344.0724

XYZ file:
```
59
Properties=species:S:1:pos:R:3:forces:R:3
C -1.192167 -4.105476 -3.027365 0.1 -0.1 0.0
C -1.116425 -2.522343 -3.347147 -0.9 -0.9 -1.2
C -2.234766 -1.748418 -2.502776 0.1 -1.5 -0.1
Cl -3.629901 -1.210447 -3.603488 1.0 -0.3 1.1
N -1.733317 -0.648959 -1.634913 -0.3 0.8 -1.6
C -0.640991 -1.077975 -0.703343 1.2 0.9 1.0
C -0.838016 -0.238797 0.667395 0.0 0.3 -0.8
N -0.634756 -1.022660 1.909742 -1.7 -0.8 -1.8
C 0.603226 -1.855987 1.885620 1.4 -0.4 1.3
C 0.364151 -3.433414 1.742340 0.2 0.1 0.6
C -1.817496 -1.754019 2.338075 0.1 -0.6 3.5
C -3.093872 -2.091277 1.458674 -0.2 0.3 -0.1
O -1.847934 -2.118577 3.546007 0.1 0.7 -3.8
S -1.353183 0.776510 -2.499278 4.7 2.8 -1.6
O -0.997972 0.567401 -3.932731 -2.5 0.0 3.3
O -0.222226 1.546137 -1.854328 -4.1 -2.3 -0.4
F -2.708038 1.765499 -2.322853 2.1 -2.3 -0.4
H -1.979073 -4.631824 -3.678838 1.1 0.9 0.9
H -0.197775 -4.633370 -3.222354 -1.3 0.9 0.3
H -1.484879 -4.303598 -1.942457 0.5 0.3 -1.3
H -0.071024 -2.093510 -3.251848 -1.4 -0.5 0.2
H -1.430950 -2.432338 -4.448700 0.8 0.1 1.6
H -2.703739 -2.523958 -1.798011 0.6 1.4 -0.9
H -0.688278 -2.206968 -0.548318 -0.2 1.6 -0.3
H 0.400730 -0.817724 -1.104580 -1.5 -0.6 0.4
H -0.131410 0.667164 0.627182 -0.9 -1.5 0.2
H -1.891020 0.195297 0.639484 1.3 -0.6 0.2
H 1.364360 -1.444435 1.131599 -1.5 -0.6 0.8
H 1.107554 -1.709101 2.910891 -0.6 -0.3 -1.5
H -0.437001 -3.725398 0.991688 0.9 0.4 0.8
H 0.050806 -3.825452 2.770828 0.3 0.4 -1.6
H 1.336653 -3.945554 1.454107 -1.2 0.7 0.3
H -3.428141 -3.169713 1.666719 0.8 1.6 -0.2
H -2.972800 -1.926907 0.343474 0.0 -0.2 1.4
H -3.951902 -1.428461 1.806620 1.1 -0.8 -0.4
C 3.853701 -0.302788 -0.371832 0.3 0.8 -0.1
O 2.777788 -0.864914 -0.490900 -0.2 0.0 -0.1
N 4.062486 1.024370 -0.559632 0.1 -0.9 0.2
C 5.368414 1.631087 -0.399378 -0.2 0.1 0.0
C 2.936664 1.860947 -0.933445 -0.2 -0.2 -0.1
H 4.767361 -0.851009 -0.091748 0.0 0.0 0.0
H 5.313321 2.394240 0.380661 0.2 0.0 -0.1
H 5.664124 2.095417 -1.343385 0.1 0.0 0.1
H 6.113810 0.885803 -0.118577 -0.1 0.0 0.0
H 2.169365 1.793841 -0.159259 0.0 0.2 -0.1
H 2.517890 1.496763 -1.874613 -0.1 0.1 0.1
H 3.251043 2.898040 -1.048578 0.0 -0.1 0.1
C 0.669570 3.706253 2.505773 -0.4 0.1 -0.1
O 1.681524 3.852245 1.845985 -0.2 0.0 -0.1
N -0.585846 4.046544 2.104002 0.5 -0.3 0.4
C -1.746224 3.841641 2.947293 0.1 0.1 -0.3
C -0.766856 4.632836 0.789109 0.3 -0.1 -0.1
H 0.695876 3.269508 3.517200 -0.1 0.0 0.0
H -2.446339 3.176412 2.435468 -0.1 0.0 0.2
H -2.227956 4.805196 3.131862 -0.1 -0.1 0.1
H -1.462028 3.395598 3.901126 0.1 0.0 -0.1
H -0.401836 3.934820 0.031549 -0.1 0.1 -0.1
H -0.184396 5.554983 0.724481 -0.1 0.0 -0.1
H -1.819884 4.850821 0.609724 0.1 -0.1 0.1
```
Positions in Å, forces in eV/Å.

Here are the natural (NBO) charges for atoms 1 to 8, given in e: atom 1 (C): -0.63, atom 2 (C): -0.47, atom 3 (C): 0.00, atom 4 (Cl): -0.05, atom 5 (N): -0.68, atom 6 (C): -0.30, atom 7 (C): -0.23, atom 8 (N): -0.49

***

[4]
Density functional theory data (ωB97M-V with the def2-TZVPD basis set) for a molecular structure, C5H7NO.

Properties
- HOMO (eV) = -8.54
- energy relative to the best compared isomer or geometry (same formula, charge and spin) (kJ/mol) = 484.0
- net charge = 0
- E_tot (eV) = -8831.1861

XYZ file:
```
14
Properties=species:S:1:pos:R:3:forces:R:3
C 0.162961 -0.125174 0.550771 0.8 1.8 1.7
C 0.066368 1.067204 2.147494 -0.5 -1.7 -1.7
C 1.089613 0.473213 -0.135923 -1.0 0.5 -0.1
C -0.394694 -1.496008 -1.411253 3.1 0.5 -0.1
C -0.779944 -1.148907 0.012429 2.3 -1.1 -0.7
N 0.336698 2.237143 1.665286 0.2 -2.8 -2.0
O 1.743158 1.289583 -0.688081 0.4 -0.5 0.4
H -1.116082 -2.053262 -1.906454 -1.5 -1.2 -0.8
H 0.591089 -2.091619 -1.473590 -1.4 1.0 0.2
H -0.271061 -0.570731 -1.954825 0.2 0.2 -0.6
H -0.690854 -2.138816 0.406889 -0.5 -0.3 1.6
H -1.748404 -0.801782 -0.076317 -2.2 0.7 0.6
H 0.648271 2.302867 0.706481 0.1 0.7 -0.5
H 0.362879 3.056290 2.157092 0.0 2.2 2.0
```
Positions in Å, forces in eV/Å.

Here are the natural (NBO) charges for atoms 1 to 8, given in e: atom 1 (C): -0.36, atom 2 (C): 0.27, atom 3 (C): 0.59, atom 4 (C): -0.58, atom 5 (C): -0.43, atom 6 (N): -0.79, atom 7 (O): -0.54, atom 8 (H): 0.21

***

[5]
Density functional theory data (ωB97M-V with the def2-TZVPD basis set) for a molecular structure, C31H42BrMgN3P2.

Properties
- HOMO (spin up / spin down) (eV) = -11.87 / -11.85
- energy relative to the best compared isomer or geometry (same formula, charge and spin) (kJ/mol) = 396.4
- net charge = +2
- E_tot (eV) = -131342.4131

XYZ file:
```
80
Properties=species:S:1:pos:R:3:forces:R:3
C -1.533821 5.619906 -2.811400 0.2 0.1 0.2
C -1.751174 4.440701 -3.548636 0.1 1.2 -0.2
C -1.763383 4.553662 -4.947473 0.3 0.2 -0.2
C -1.364271 5.769255 -5.531056 -0.3 -0.3 0.7
N -1.064963 6.843049 -4.802677 0.1 0.2 -0.3
C -1.176904 6.794857 -3.480681 -0.3 -0.5 0.2
C -1.890380 3.181405 -2.841307 -0.4 -0.3 -0.4
C -1.626342 2.498349 -1.792783 0.2 0.6 0.8
C -1.096160 1.850336 -0.633055 0.5 0.0 0.4
C 0.239930 2.065077 -0.216462 0.0 -0.7 -0.2
C 0.848449 1.171648 0.666919 0.2 0.1 -0.2
C 0.113492 0.115983 1.202880 -0.6 0.7 -0.6
C -1.256288 0.012445 0.962402 -0.3 0.1 -0.1
C -1.861499 0.866194 0.032594 0.6 0.0 0.7
Mg -3.066120 1.449016 -2.763236 -0.5 0.9 -1.2
P 2.919848 -2.025993 1.418314 2.3 -0.7 -1.1
H -2.053170 3.733909 -5.601071 0.2 0.0 0.2
H -1.626980 5.621346 -1.721808 0.2 -0.1 -0.4
H -1.289668 5.893819 -6.612778 -0.1 -0.2 0.3
H -0.978914 7.717555 -2.922081 -0.1 -0.4 -0.3
H -2.945433 0.815435 -0.126441 0.4 -0.1 0.0
H 0.786259 2.913642 -0.633436 -0.1 -0.4 0.1
H -1.845750 -0.718598 1.521442 0.2 0.3 -0.3
H 1.895186 1.326465 0.939873 -0.4 0.0 0.0
C 3.058150 -3.600152 2.283000 0.0 -0.2 0.3
C 3.814377 -4.709577 1.555522 0.2 -0.3 -0.1
H 2.023466 -3.921712 2.482707 0.2 0.0 0.1
H 3.524310 -3.400164 3.259787 -0.2 0.1 -0.2
H 3.900552 -5.576928 2.215305 -0.1 0.1 -0.1
H 3.293390 -5.037605 0.652943 0.0 0.0 0.1
H 4.827584 -4.412278 1.274966 -0.1 0.0 0.1
C 2.642582 -2.164550 -0.358103 0.1 -0.3 -0.4
C 3.521763 -1.261372 -1.233533 0.1 0.0 -0.2
H 1.578046 -1.941301 -0.536110 0.2 -0.1 0.0
H 2.800114 -3.224689 -0.623537 -0.1 0.4 0.1
H 3.286692 -1.460664 -2.287932 0.1 0.1 0.3
H 3.337357 -0.196994 -1.045186 0.0 -0.2 0.0
H 4.591835 -1.458900 -1.085445 -0.3 0.0 0.0
C 4.052869 -0.718970 1.941605 0.3 0.0 0.1
C 5.532697 -1.113002 1.908034 0.3 0.2 0.0
H 3.756674 -0.431790 2.966531 0.0 -0.1 -0.3
H 3.875545 0.167055 1.306422 -0.1 -0.4 0.1
H 6.129286 -0.246164 2.223112 -0.1 -0.3 -0.1
H 5.746144 -1.938848 2.599977 -0.1 0.2 -0.2
H 5.864277 -1.398061 0.900349 -0.1 0.1 0.3
Br 0.887860 -1.140332 2.378154 -2.7 1.2 1.4
P -2.975056 -2.253209 -1.923337 0.1 -2.1 0.4
C -1.185043 -2.516286 -1.607353 -0.1 0.1 -0.1
C -0.926493 -4.010538 -1.717892 0.4 -0.3 0.0
H -0.931342 -2.117786 -0.618743 0.1 0.0 -0.2
H -0.612727 -1.946711 -2.351349 0.0 -0.2 0.0
H 0.144842 -4.209048 -1.783749 0.0 -0.1 0.1
H -1.322946 -4.544314 -0.848472 0.0 0.0 -0.1
H -1.405194 -4.427469 -2.611771 0.2 0.1 0.2
C -3.617724 -2.085547 -0.203422 -0.2 0.2 0.2
C -4.671867 -3.181009 0.031275 -0.1 0.1 0.1
H -4.034772 -1.084327 -0.016237 0.0 -0.3 0.1
H -2.775992 -2.225139 0.487934 -0.2 0.0 -0.2
H -4.884291 -3.289943 1.100979 0.0 0.0 -0.2
H -5.608784 -2.942308 -0.486637 0.2 -0.1 0.1
H -4.313508 -4.146399 -0.347653 -0.1 0.2 0.1
C -2.927966 -0.687049 -2.802956 -0.4 0.8 0.0
C -3.207189 -0.917561 -4.299869 -0.3 0.1 -0.1
H -1.931583 -0.198857 -2.619502 -0.7 -0.1 0.1
H -3.827793 -0.194827 -2.293376 0.5 -0.4 -0.3
H -3.488017 0.010056 -4.818816 0.1 -0.1 -0.2
H -2.343604 -1.344406 -4.819378 -0.1 0.1 0.2
H -4.038551 -1.624633 -4.405209 0.2 0.2 0.0
N 3.101406 1.584200 6.954740 -2.2 0.5 -1.6
C 2.160717 1.799177 6.289421 2.0 -0.4 1.5
C 1.008310 2.054293 5.465321 -0.1 0.0 -0.3
C -0.224630 2.433658 6.019675 0.1 0.0 0.1
C -1.315347 2.628068 5.178323 0.0 -0.1 -0.5
C -1.135166 2.426170 3.800074 0.0 0.2 1.1
N 0.044476 2.096227 3.301200 0.2 -0.1 -0.9
C 1.102843 1.907999 4.071321 -0.5 0.3 0.9
H -0.303376 2.567399 7.101561 0.0 0.0 -0.4
H -2.295062 2.926123 5.547822 0.3 -0.1 0.1
H -1.965585 2.547611 3.096918 0.3 0.0 0.2
H 2.049485 1.643923 3.592569 -0.2 0.1 0.2
```
Positions in Å, forces in eV/Å.

Here are the Mulliken charges for atoms 1 to 8, given in e: atom 1 (C): -0.42, atom 2 (C): 0.81, atom 3 (C): -0.44, atom 4 (C): -0.40, atom 5 (N): -0.52, atom 6 (C): -0.35, atom 7 (C): 0.42, atom 8 (C): -1.82